1.
Formula: C19H31Cl2N7O4SY
Source: OMol25
Level of theory: the ωB97M-V functional and the def2-TZVPD basis

charge = +1
HOMO energy (alpha / beta) = -9.08 / -9.08 eV

Positions of all 65 atoms, in Å:
1 Y -0.10813 0.17182 0.13034
2 C 4.31001 1.07246 -0.38177
3 C 2.82643 1.17125 -0.43175
4 N 1.99995 1.05612 0.59964
5 C 2.41567 1.34520 1.95031
6 C 1.10286 1.57010 2.74533
7 N -0.14757 1.84170 1.89180
8 C -1.38544 2.07903 2.66036
9 C -2.31026 0.85579 2.60980
10 N -2.46730 0.29767 1.16226
11 C -3.27635 0.99342 0.16972
12 C -2.99565 0.50175 -1.28295
13 N -1.64344 0.79201 -1.61098
14 C -1.30154 0.99990 -2.81566
15 C -2.25869 0.99473 -4.00785
16 C 0.07842 1.37622 -3.01416
17 C 0.75897 1.44080 -4.19323
18 C 2.16117 1.59605 -4.17932
19 C 2.91262 1.45278 -2.97572
20 C 2.31312 1.29099 -1.73645
21 N 0.83161 1.65177 -1.79134
22 H 4.72257 0.77451 0.56085
23 H 4.83423 2.01434 -0.68681
24 H 4.67061 0.40046 -1.12195
25 H 3.09572 2.17547 2.07844
26 H 2.93104 0.48628 2.40946
27 H 1.17068 2.39098 3.45061
28 H 0.94131 0.65425 3.35714
29 H 0.10466 2.71000 1.44104
30 H -2.00118 2.85700 2.16226
31 H -1.31474 2.32650 3.74685
32 H -3.29032 1.11724 3.02707
33 H -1.85714 -0.05117 3.07709
34 H -2.85720 -0.61051 1.27778
35 H -3.20112 2.07207 0.17295
36 H -4.36412 0.81669 0.27828
37 H -3.82923 0.93972 -1.82395
38 H -3.08387 -0.61284 -1.15873
39 H -2.75523 1.94126 -4.04438
40 H -3.13202 0.31309 -3.86029
41 H -1.75201 0.77133 -4.92113
42 H 0.23818 1.21768 -5.17115
43 H 2.74656 1.44768 -5.06275
44 H 3.93978 1.48381 -3.13017
45 Cl -0.81277 3.58888 -0.73226
46 C 0.80988 3.10990 -1.45795
47 H 1.56786 3.38381 -0.77382
48 H 0.93511 3.71606 -2.32691
49 O 0.47500 -3.76446 -1.21238
50 Cl -0.01845 -2.47971 -1.53044
51 O -0.66644 -2.45495 -2.80281
52 O 1.01159 -1.39366 -1.44428
53 O -0.92993 -2.06105 -0.43853
54 S 0.76212 -1.62175 2.29759
55 C 0.15419 -3.21601 2.43834
56 N 0.58256 -4.03793 3.41844
57 C 0.03683 -5.41403 3.31157
58 C -0.93041 -5.25673 2.07706
59 N -0.70580 -3.86524 1.65031
60 H 1.24606 -3.76099 4.15949
61 H -0.51582 -5.64988 4.18883
62 H 0.84421 -6.07835 3.24103
63 H -1.93349 -5.42694 2.36621
64 H -0.70401 -5.92239 1.23338
65 H -0.98189 -3.58196 0.78024

Taken from the natural (NBO) analysis, the atomic charges in e are: number 1, Y, carries 1.812; number 2, C, carries -0.688; number 3, C, carries 0.333; number 4, N, carries -0.750; number 5, C, carries -0.241; number 6, C, carries -0.227; number 7, N, carries -0.722; number 8, C, carries -0.245; number 9, C, carries -0.209; number 10, N, carries -0.703; number 11, C, carries -0.227; number 12, C, carries -0.232; number 13, N, carries -0.651; number 14, C, carries 0.383; number 15, C, carries -0.680; number 16, C, carries -0.018; number 17, C, carries -0.103; number 18, C, carries -0.365; number 19, C, carries -0.095; number 20, C, carries -0.042; number 21, N, carries -0.548; number 22, H, carries 0.232; number 23, H, carries 0.241; number 24, H, carries 0.249; number 25, H, carries 0.205; number 26, H, carries 0.211; number 27, H, carries 0.204; number 28, H, carries 0.228; number 29, H, carries 0.411; number 30, H, carries 0.220; number 31, H, carries 0.224; number 32, H, carries 0.211; number 33, H, carries 0.224; number 34, H, carries 0.390; number 35, H, carries 0.212; number 36, H, carries 0.193; number 37, H, carries 0.216; number 38, H, carries 0.211; number 39, H, carries 0.243; number 40, H, carries 0.236; number 41, H, carries 0.239; number 42, H, carries 0.230; number 43, H, carries 0.227; number 44, H, carries 0.218; number 45, Cl, carries -0.065; number 46, C, carries -0.133; number 47, H, carries 0.216; number 48, H, carries 0.219; number 49, O, carries -0.769; number 50, Cl, carries 2.546; number 51, O, carries -0.749; number 52, O, carries -0.845; number 53, O, carries -0.921; number 54, S, carries -0.289; number 55, C, carries 0.374; number 56, N, carries -0.573; number 57, C, carries -0.216; number 58, C, carries -0.224; number 59, N, carries -0.560; number 60, H, carries 0.436; number 61, H, carries 0.208; number 62, H, carries 0.214; number 63, H, carries 0.208; number 64, H, carries 0.223; number 65, H, carries 0.438

2.
Formula: C19H31Cl2N7O4SY
Source: OMol25
Level of theory: the ωB97M-V functional and the def2-TZVPD basis

charge = +1
HOMO energy (alpha / beta) = -9.33 / -9.33 eV

Positions of all 65 atoms, in Å:
1 Y 9.81546 8.23009 8.08536
2 C 7.08700 11.73640 8.50201
3 C 7.60518 10.27443 8.40537
4 N 8.63723 9.90866 9.21376
5 C 8.84160 10.34127 10.59727
6 C 10.07253 9.58985 11.00588
7 N 9.98548 8.16866 10.69742
8 C 11.04845 7.36482 11.23506
9 C 12.19244 7.04134 10.24774
10 N 11.54405 6.64022 8.93692
11 C 10.94084 5.28479 8.99489
12 C 10.21636 4.95808 7.73482
13 N 9.20003 6.03366 7.51690
14 C 8.16512 5.88001 6.80590
15 C 7.77169 4.56923 6.14975
16 C 7.22546 7.00676 6.72161
17 C 6.27868 7.23781 5.80100
18 C 5.52229 8.42438 5.83984
19 C 6.02258 9.46472 6.61749
20 C 7.02839 9.28887 7.61201
21 N 7.42257 7.94029 7.86106
22 H 6.69873 12.05485 7.40214
23 H 7.90869 12.32631 8.88173
24 H 6.26671 11.83370 9.24837
25 H 7.92528 10.03732 11.20205
26 H 8.94508 11.42922 10.82353
27 H 10.19650 9.68609 12.07284
28 H 10.89185 10.03051 10.39915
29 H 9.09253 7.77332 11.03645
30 H 10.62604 6.38186 11.56838
31 H 11.45465 7.79137 12.19340
32 H 12.76693 6.23749 10.62773
33 H 12.83315 7.86890 9.93310
34 H 12.25710 6.68446 8.17092
35 H 10.21575 5.20040 9.85436
36 H 11.72373 4.53074 9.31736
37 H 9.78754 3.90698 7.73187
38 H 10.80986 5.05549 6.83696
39 H 7.88519 4.60030 5.02522
40 H 6.74418 4.26328 6.40309
41 H 8.43252 3.70870 6.35359
42 H 6.02506 6.57584 4.97770
43 H 4.79316 8.66252 5.02557
44 H 5.34913 10.37468 6.50156
45 Cl 7.24908 5.92546 9.69729
46 C 6.64591 7.40985 8.96545
47 H 6.63254 8.14153 9.76505
48 H 5.61764 7.20273 8.60555
49 O 11.36061 9.32167 4.40645
50 Cl 10.63982 8.33919 5.16266
51 O 9.95736 7.34996 4.40497
52 O 9.58910 9.06247 5.97452
53 O 11.50845 7.68633 6.21107
54 S 11.83039 10.60253 8.10983
55 C 13.44469 10.14319 7.86418
56 N 14.43860 10.84342 8.40046
57 C 15.78788 10.49062 7.82443
58 C 15.46130 9.06183 7.34572
59 N 14.01965 9.11619 7.19773
60 H 14.15696 11.72416 8.81356
61 H 16.57959 10.50516 8.52929
62 H 16.05873 11.16132 6.98456
63 H 15.79054 8.37643 8.15342
64 H 15.97999 8.78158 6.44972
65 H 13.43332 8.76070 6.39062

Taken from the natural (NBO) analysis, the atomic charges in e are: number 1, Y, carries 1.825; number 2, C, carries -0.672; number 3, C, carries 0.336; number 4, N, carries -0.824; number 5, C, carries -0.219; number 6, C, carries -0.234; number 7, N, carries -0.687; number 8, C, carries -0.232; number 9, C, carries -0.216; number 10, N, carries -0.710; number 11, C, carries -0.234; number 12, C, carries -0.252; number 13, N, carries -0.628; number 14, C, carries 0.388; number 15, C, carries -0.711; number 16, C, carries 0.013; number 17, C, carries -0.123; number 18, C, carries -0.340; number 19, C, carries -0.091; number 20, C, carries -0.098; number 21, N, carries -0.558; number 22, H, carries 0.242; number 23, H, carries 0.231; number 24, H, carries 0.238; number 25, H, carries 0.178; number 26, H, carries 0.210; number 27, H, carries 0.194; number 28, H, carries 0.234; number 29, H, carries 0.401; number 30, H, carries 0.212; number 31, H, carries 0.210; number 32, H, carries 0.203; number 33, H, carries 0.219; number 34, H, carries 0.408; number 35, H, carries 0.219; number 36, H, carries 0.209; number 37, H, carries 0.226; number 38, H, carries 0.226; number 39, H, carries 0.262; number 40, H, carries 0.252; number 41, H, carries 0.232; number 42, H, carries 0.240; number 43, H, carries 0.236; number 44, H, carries 0.238; number 45, Cl, carries -0.008; number 46, C, carries -0.193; number 47, H, carries 0.227; number 48, H, carries 0.225; number 49, O, carries -0.733; number 50, Cl, carries 2.512; number 51, O, carries -0.743; number 52, O, carries -0.886; number 53, O, carries -0.875; number 54, S, carries -0.212; number 55, C, carries 0.340; number 56, N, carries -0.581; number 57, C, carries -0.217; number 58, C, carries -0.226; number 59, N, carries -0.622; number 60, H, carries 0.429; number 61, H, carries 0.222; number 62, H, carries 0.207; number 63, H, carries 0.197; number 64, H, carries 0.232; number 65, H, carries 0.457

Relative energy (zero: lowest compared OMol25 entry of this formula, charge and spin) for the records above, in order: 0.672 1.031 eV
Electronic energy for the records above, in order: -75740.6936 -75740.3350 eV